[1]
79
Properties=species:S:1:pos:R:3:lowdin_charge:R:1 method="wB97M-V/def2-TZVPD" gap_ev="5.13 / 5.70" charge=-1 homo_energy_ev="-2.68 / -3.26" e_tot_ha=-3301.03006 multiplicity=3
Ti -0.34 0.53 0.30 0.396
N 1.79 2.51 3.79 0.032
C 1.31 1.76 2.72 -0.877
S 0.15 2.55 1.68 0.594
N 1.75 0.55 2.62 -0.003
N 1.18 -0.17 1.59 -0.110
C 1.62 -1.43 1.44 -0.257
C 2.71 -2.00 2.26 -0.180
C 2.52 -3.16 3.00 -0.051
C 3.55 -3.71 3.75 -0.099
C 4.80 -3.09 3.78 -0.113
C 5.00 -1.93 3.04 -0.091
C 3.97 -1.38 2.30 -0.034
C 1.00 -2.18 0.41 -0.253
C 1.41 -3.48 0.00 -0.031
C 0.79 -4.09 -1.05 -0.094
C -0.25 -3.42 -1.74 -0.087
C -0.58 -2.16 -1.32 -0.144
N 0.00 -1.53 -0.28 -0.032
H 1.79 3.50 3.61 0.052
H 2.66 2.15 4.16 0.075
H 1.55 -3.64 2.98 0.113
H 3.38 -4.61 4.32 0.094
H 5.60 -3.52 4.36 0.091
H 5.97 -1.44 3.06 0.096
H 4.12 -0.47 1.73 0.109
H 2.22 -3.96 0.52 0.104
H 1.11 -5.07 -1.37 0.095
H -0.75 -3.86 -2.59 0.089
H -1.34 -1.58 -1.84 0.109
C 2.79 -0.39 -1.76 -0.225
Si 1.42 0.93 -1.61 0.524
C 2.41 2.56 -1.52 -0.237
C 0.58 0.95 -3.34 -0.309
C 1.23 0.60 -4.53 -0.111
C 0.56 0.63 -5.75 -0.120
C -0.78 1.02 -5.79 -0.121
C -1.43 1.37 -4.61 -0.115
C -0.77 1.34 -3.38 -0.321
Si -1.56 1.78 -1.70 0.488
C -3.45 1.46 -1.97 -0.259
C -1.54 3.70 -1.70 -0.239
H 3.53 -0.12 -2.51 0.013
H 2.38 -1.37 -2.03 0.016
H 3.31 -0.51 -0.80 0.007
H 3.08 2.67 -2.37 0.015
H 3.00 2.57 -0.60 0.011
H 1.74 3.42 -1.49 -0.002
H 2.27 0.30 -4.51 0.087
H 1.07 0.35 -6.66 0.086
H -1.31 1.04 -6.73 0.086
H -2.47 1.67 -4.66 0.082
H -3.83 1.99 -2.85 0.005
H -4.04 1.82 -1.12 -0.009
H -3.66 0.40 -2.10 0.013
H -1.99 4.11 -2.61 0.015
H -0.52 4.08 -1.63 0.001
H -2.09 4.10 -0.84 0.001
C -3.50 2.70 1.81 -0.063
N -3.24 1.63 2.74 -0.148
C -3.89 1.72 4.03 -0.063
C -2.54 0.52 2.34 -0.479
N -2.42 0.18 1.08 0.051
N -1.97 -0.23 3.31 -0.144
C -1.59 -1.60 3.02 -0.045
C -1.25 0.39 4.42 -0.061
H -3.47 3.65 2.35 0.093
H -4.48 2.60 1.33 0.091
H -2.72 2.73 1.04 0.037
H -4.94 2.00 3.88 0.087
H -3.42 2.46 4.67 0.089
H -3.86 0.75 4.53 0.084
H -3.09 0.65 0.49 0.013
H -1.73 -2.20 3.93 0.087
H -0.54 -1.67 2.72 0.065
H -2.21 -2.00 2.22 0.087
H -1.26 1.47 4.31 0.077
H -0.21 0.07 4.39 0.082
H -1.69 0.11 5.39 0.084

=====

[2]
116
Properties=species:S:1:pos:R:3:lowdin_charge:R:1 method="wB97M-V/def2-TZVPD" gap_ev=7.60 charge=0 homo_energy_ev=-9.16 e_tot_ha=-7570.28755 smiles="O=C1C=C(Cl)C(=O)c2cc(B(O)O)c(CCF)cc21.O=S1(=O)OCCO1.O=S1(=O)OCCO1.O=S1(=O)OCCO1.O=S1(=O)OCCO1.O=S1(=O)OCCO1.O=S1(=O)OCCO1.O=S1(=O)OCCO1.O=S1(=O)OCCO1"
O 2.27 2.26 -3.67 0.034
C 1.07 2.40 -3.31 -0.243
C 0.56 3.76 -2.62 0.009
C -0.53 3.68 -1.72 -0.484
Cl -1.17 5.20 -0.94 0.605
C -1.27 2.29 -1.35 -0.271
O -1.85 2.11 -0.24 0.008
C -1.17 1.16 -2.49 -0.035
C -2.19 -0.01 -2.64 0.086
C -2.04 -1.12 -3.75 0.021
B -3.14 -2.30 -3.75 -0.484
O -3.08 -3.54 -4.47 0.093
O -4.30 -2.11 -2.88 0.055
C -0.88 -1.05 -4.78 -0.070
C -0.65 -2.08 -5.98 -0.135
C -0.30 -1.20 -7.31 -0.148
F -1.18 -0.05 -7.42 -0.107
C 0.16 0.13 -4.64 0.073
C 0.02 1.20 -3.51 -0.019
H 1.06 4.75 -2.87 0.102
H -3.05 -0.02 -1.88 0.121
H -2.24 -4.03 -4.28 0.103
H -4.28 -2.86 -2.24 0.062
H -1.55 -2.71 -6.27 0.107
H 0.25 -2.79 -5.80 0.116
H -0.58 -1.87 -8.21 0.130
H 0.81 -0.92 -7.30 0.110
H 1.03 0.17 -5.39 0.106
C -2.11 2.64 3.32 -0.160
C -2.50 4.02 2.80 -0.170
O -2.82 4.78 3.96 -0.193
S -1.90 4.27 5.20 0.654
O -0.78 5.16 5.31 -0.236
O -2.75 3.96 6.30 -0.236
O -1.38 2.89 4.53 -0.190
H -3.00 2.05 3.57 0.137
H -1.50 2.09 2.61 0.132
H -3.35 3.98 2.12 0.142
H -1.66 4.50 2.30 0.116
C -2.93 -4.33 1.47 -0.177
C -3.35 -5.77 1.72 -0.171
O -4.06 -6.16 0.54 -0.184
S -3.43 -5.38 -0.74 0.663
O -2.51 -6.27 -1.39 -0.215
O -4.49 -4.72 -1.44 -0.226
O -2.58 -4.28 0.08 -0.187
H -3.76 -3.64 1.63 0.139
H -2.08 -4.04 2.08 0.112
H -3.98 -5.87 2.60 0.133
H -2.48 -6.43 1.81 0.138
C 4.40 6.08 0.28 -0.163
C 3.97 4.64 0.48 -0.164
O 3.29 4.28 -0.72 -0.199
S 3.94 5.08 -1.96 0.648
O 4.88 4.22 -2.61 -0.229
O 2.90 5.76 -2.67 -0.242
O 4.78 6.17 -1.10 -0.179
H 3.56 6.77 0.45 0.104
H 5.23 6.36 0.92 0.142
H 3.32 4.51 1.35 0.135
H 4.84 3.98 0.58 0.134
C -2.59 -5.43 7.37 -0.174
C -2.61 -6.76 6.63 -0.167
O -2.45 -6.42 5.26 -0.201
S -1.53 -5.09 5.14 0.656
O -0.18 -5.50 4.87 -0.214
O -2.22 -4.13 4.34 -0.234
O -1.62 -4.64 6.70 -0.206
H -3.56 -4.93 7.30 0.135
H -2.33 -5.55 8.42 0.141
H -3.54 -7.32 6.79 0.137
H -1.76 -7.39 6.93 0.135
C -2.30 0.94 9.19 -0.165
C -2.64 0.75 7.72 -0.167
O -1.67 -0.17 7.23 -0.188
S -1.26 -1.20 8.42 0.658
O -2.02 -2.40 8.26 -0.232
O 0.17 -1.20 8.55 -0.218
O -1.89 -0.35 9.65 -0.190
H -1.45 1.62 9.32 0.136
H -3.15 1.30 9.77 0.138
H -2.60 1.69 7.16 0.107
H -3.63 0.30 7.60 0.136
C 0.40 8.73 3.94 -0.162
C 0.41 7.42 3.16 -0.177
O 0.59 7.80 1.80 -0.201
S 1.52 9.14 1.74 0.656
O 2.87 8.74 1.49 -0.239
O 0.84 10.12 0.96 -0.215
O 1.39 9.54 3.31 -0.187
H -0.56 9.24 3.86 0.136
H 0.65 8.58 4.99 0.140
H -0.52 6.86 3.28 0.116
H 1.25 6.79 3.46 0.134
C 6.07 1.14 -5.32 -0.163
C 4.88 0.38 -4.75 -0.175
O 5.07 -0.98 -5.17 -0.198
S 6.66 -1.29 -5.25 0.646
O 7.05 -1.94 -4.03 -0.231
O 6.96 -1.82 -6.54 -0.235
O 7.18 0.25 -5.18 -0.191
H 5.94 1.35 -6.38 0.134
H 6.26 2.07 -4.78 0.136
H 3.93 0.76 -5.12 0.118
H 4.88 0.39 -3.66 0.137
C 1.59 -7.05 -7.59 -0.169
C 2.52 -6.86 -6.40 -0.168
O 1.89 -5.88 -5.58 -0.185
S 0.28 -6.04 -5.72 0.671
O -0.19 -6.82 -4.61 -0.210
O -0.27 -4.75 -6.05 -0.257
O 0.27 -6.97 -7.04 -0.184
H 1.70 -6.23 -8.31 0.134
H 1.74 -8.00 -8.09 0.138
H 3.52 -6.53 -6.71 0.139
H 2.61 -7.79 -5.82 0.135

=====

[3]
102
Properties=species:S:1:pos:R:3:lowdin_charge:R:1 method="wB97M-V/def2-TZVPD" gap_ev=10.18 charge=0 homo_energy_ev=-10.01 e_tot_ha=-23934.03556 smiles="CCOC(=O)C(F)(F)F.CCOC(=O)C(F)(F)F.CCOC(=O)C(F)(F)F.CCOC(=O)C(F)(F)F.CCOC(=O)C(F)(F)F.BrCCBr.BrCCBr.BrCCBr.BrCCBr"
C -5.01 4.27 -0.08 -0.046
C -4.17 3.45 -1.07 -0.145
O -3.70 4.39 -2.10 0.035
C -2.60 5.02 -1.81 -0.454
O -1.94 4.87 -0.85 0.184
C -2.32 6.15 -2.82 -0.522
F -1.02 6.46 -2.80 0.175
F -2.76 5.79 -4.06 0.143
F -3.08 7.19 -2.49 0.174
H -5.51 5.06 -0.60 0.078
H -4.40 4.70 0.72 0.080
H -5.70 3.62 0.42 0.068
H -4.85 2.77 -1.56 0.121
H -3.32 2.99 -0.60 0.103
C -5.24 -1.08 3.88 -0.052
C -3.83 -0.81 3.60 -0.262
O -3.46 0.27 4.41 0.036
C -3.36 1.45 3.89 -0.399
O -3.14 1.67 2.72 0.137
C -3.44 2.66 4.95 -0.440
F -4.47 3.45 4.51 0.129
F -3.84 2.18 6.20 0.114
F -2.27 3.28 4.92 0.183
H -5.49 -1.92 3.22 0.086
H -5.85 -0.21 3.51 0.111
H -5.39 -1.28 4.94 0.093
H -3.76 -0.42 2.57 0.106
H -3.13 -1.61 3.71 0.122
C -4.70 -1.67 -0.19 -0.052
C -3.37 -2.28 0.11 -0.200
O -2.36 -1.33 -0.20 0.040
C -2.11 -1.10 -1.46 -0.450
O -2.54 -1.62 -2.43 0.197
C -1.23 0.10 -1.54 -0.528
F -1.57 0.76 -2.73 0.120
F -1.43 0.90 -0.53 0.200
F 0.04 -0.27 -1.61 0.180
H -5.39 -2.49 -0.15 0.080
H -4.85 -1.24 -1.18 0.080
H -4.94 -0.88 0.57 0.090
H -3.19 -3.20 -0.36 0.109
H -3.36 -2.53 1.22 0.139
C 0.08 -2.28 -5.47 -0.064
C 0.93 -1.29 -4.76 -0.187
O 0.45 0.03 -5.20 0.023
C 0.99 1.11 -4.64 -0.408
O 1.71 1.11 -3.69 0.164
C 0.52 2.42 -5.28 -0.523
F 1.54 3.31 -5.37 0.152
F 0.02 2.29 -6.50 0.185
F -0.45 2.92 -4.47 0.147
H -1.02 -2.24 -5.11 0.116
H 0.42 -3.31 -5.30 0.081
H 0.13 -2.15 -6.54 0.073
H 1.99 -1.27 -4.89 0.125
H 0.81 -1.34 -3.68 0.103
C -0.10 -0.33 3.23 -0.031
C 0.95 -0.13 2.13 -0.208
O 0.88 -1.10 0.98 -0.013
C 1.28 -2.35 1.25 -0.376
O 1.76 -2.69 2.30 0.112
C 0.98 -3.22 0.03 -0.516
F -0.20 -3.71 0.01 0.241
F 1.22 -2.49 -1.13 0.109
F 1.94 -4.17 -0.03 0.131
H -0.13 0.48 3.91 0.055
H 0.20 -1.28 3.71 0.093
H -1.10 -0.31 2.74 0.078
H 1.99 -0.12 2.45 0.062
H 0.80 0.78 1.64 0.070
Br 4.26 5.61 2.59 0.548
C 2.29 5.91 2.54 -0.655
C 1.51 4.66 2.23 -0.705
Br 1.89 3.28 3.50 0.631
H 2.14 6.66 1.71 0.083
H 1.91 6.27 3.46 0.044
H 1.86 4.14 1.33 0.043
H 0.43 4.87 2.21 0.079
Br 2.09 -6.60 4.28 0.633
C 3.15 -5.03 3.83 -0.670
C 3.85 -5.43 2.54 -0.672
Br 4.86 -3.91 1.84 0.693
H 3.73 -4.70 4.68 0.066
H 2.43 -4.29 3.69 -0.012
H 3.16 -5.61 1.71 0.036
H 4.62 -6.21 2.58 0.053
Br 3.79 0.74 0.58 0.720
C 5.17 0.40 -0.76 -0.729
C 5.16 1.48 -1.73 -0.669
Br 6.49 0.87 -3.09 0.594
H 4.84 -0.53 -1.31 0.016
H 6.05 0.36 -0.10 0.063
H 5.37 2.46 -1.32 0.067
H 4.26 1.66 -2.31 0.047
Br 5.24 -3.22 -2.42 0.674
C 4.92 -4.92 -1.60 -0.767
C 6.03 -5.92 -1.95 -0.691
Br 5.93 -7.38 -0.67 0.623
H 3.96 -5.27 -1.99 0.053
H 4.91 -4.81 -0.51 -0.068
H 7.03 -5.56 -1.68 0.037
H 6.14 -6.14 -3.02 0.074